69
Properties=species:S:1:pos:R:3:forces:R:3:mulliken_charge:R:1 method="wB97M-V/def2-TZVPD" de_lowest_ev=6.031 orbital_gap_ev="6.64 / 6.84" spin_multiplicity=2 total_charge=+1 s_squared=0.84 max_force_ev_per_a=4.0
Ru -0.001445 2.809041 2.417255 -1.1 2.3 -1.8 0.961
O -2.346245 5.730641 4.380955 0.5 0.2 0.7 -0.642
C -1.588245 5.259241 3.560855 -3.3 0.4 -2.2 0.306
O -0.404145 4.884441 3.625055 3.1 -2.1 0.1 -0.651
C -2.163645 5.100541 2.104455 0.1 0.5 1.6 0.486
C -3.228545 5.834841 1.613055 0.2 -0.2 -0.2 -0.550
C -3.548045 5.699241 0.268155 0.1 0.0 0.1 -0.276
C -2.773445 4.870841 -0.534245 0.1 0.1 0.3 -0.430
C -1.735845 4.171341 0.064455 0.8 -1.0 -1.2 0.391
N -1.473245 4.265441 1.352355 0.2 -1.2 1.0 -0.006
C -0.713645 3.262141 -0.718745 -3.0 1.5 0.2 0.274
O -1.076445 2.928341 -1.835845 0.5 -0.4 -0.6 -0.714
O 0.313555 3.020941 -0.072645 2.1 -0.8 2.2 -0.649
H -3.771245 6.486541 2.277255 0.0 0.1 0.1 0.511
H -4.372645 6.258541 -0.151145 0.0 0.0 0.0 0.440
H -2.951745 4.773541 -1.594245 0.1 -0.1 0.0 0.505
F -1.327945 -0.246159 -3.745745 0.1 0.0 0.1 -0.348
C -0.589545 -0.773759 -2.741245 -0.1 0.1 0.4 0.529
C -0.639845 -0.165359 -1.516045 0.0 -0.2 -0.3 -0.907
C 0.138155 -0.611059 -0.442445 -0.1 -0.1 0.1 0.731
C 0.087755 0.106841 0.830655 1.0 -1.0 -0.1 2.037
O -0.807545 0.915441 1.140755 0.3 1.3 0.8 -0.839
C 1.173455 -0.238159 1.705755 -0.2 0.8 0.2 -0.110
C 1.957855 -1.308459 1.470555 -0.3 0.2 0.0 -0.135
N 1.852255 -2.122359 0.377855 -0.1 0.5 0.2 0.007
C 2.683755 -3.298759 0.447855 0.4 -0.6 -0.1 -0.061
C 2.340955 -4.657959 -0.085845 -0.2 0.0 0.1 -0.539
C 3.502255 -3.898059 -0.661345 0.2 0.2 0.0 -0.599
C 0.998455 -1.723959 -0.637345 -0.5 0.3 -0.2 -0.204
C 0.946055 -2.369159 -1.883645 0.2 -0.2 -0.1 0.237
C 0.192555 -1.922959 -2.964745 0.0 0.1 0.5 -0.792
N 0.211055 -2.592659 -4.187045 -0.2 0.0 -0.2 0.171
C 1.173855 -3.589259 -4.560045 0.0 -0.2 0.1 -0.611
C 0.445355 -4.923659 -4.777045 0.9 0.1 0.6 -0.628
N -0.758645 -4.702759 -5.651145 -0.4 -0.3 -0.1 -0.027
C -0.734845 -3.369759 -6.312645 0.0 0.8 -0.2 -1.044
C -0.742345 -2.281759 -5.241245 -0.2 0.2 0.0 -0.590
C 1.433955 0.698341 2.894555 -0.3 -3.3 0.6 -0.065
O 1.216555 0.296541 4.026455 0.4 0.1 -0.4 -0.627
O 1.916755 1.815441 2.525755 -1.6 2.5 -0.1 -0.745
H -1.249845 0.719941 -1.407445 0.0 0.1 0.0 0.456
H 2.722455 -1.566359 2.189055 0.0 -0.1 0.0 0.449
H 3.179155 -3.311459 1.408655 -0.1 0.0 -0.1 0.388
H 1.431755 -4.779759 -0.649145 -0.1 0.1 -0.2 0.160
H 2.561755 -5.503459 0.547355 0.0 0.0 0.1 0.314
H 3.457455 -3.468159 -1.646345 -0.1 0.0 -0.1 0.168
H 4.494355 -4.235759 -0.400345 0.0 0.0 0.1 0.341
H 1.544255 -3.243559 -2.031745 0.1 -0.1 0.1 -0.206
H 1.927055 -3.728359 -3.789645 0.0 0.0 -0.1 0.182
H 1.714255 -3.291959 -5.466245 0.0 0.0 0.1 0.276
H 0.105755 -5.311859 -3.816845 -0.1 0.0 -0.1 0.380
H 1.111355 -5.654859 -5.234045 -0.2 0.0 -0.2 0.390
H -1.609045 -4.746059 -5.077745 0.2 -0.1 -0.1 0.399
H -0.824545 -5.445759 -6.353745 -0.1 0.1 0.2 0.377
H -1.615645 -3.259359 -6.946245 0.1 -0.1 0.1 0.424
H 0.149055 -3.315059 -6.947145 -0.1 -0.2 0.0 0.404
H -1.743245 -2.216759 -4.803245 0.0 0.0 -0.2 0.510
H -0.529545 -1.317159 -5.719945 -0.1 -0.2 -0.1 0.397
C 0.023055 2.753941 7.475555 0.0 0.0 -0.2 -0.124
C -1.221145 2.420041 6.969955 0.1 -0.1 -0.2 -0.787
C -1.376345 2.299741 5.594955 -0.7 -0.1 0.0 -0.528
N -0.377445 2.498141 4.747555 0.9 0.3 -1.8 0.219
C 0.810955 2.854741 5.226955 0.6 0.3 0.5 0.590
C 1.055855 2.988541 6.583355 -0.1 -0.1 -0.1 -1.065
H 0.183655 2.838041 8.541455 0.0 0.0 0.0 0.410
H -2.055045 2.246941 7.632955 -0.1 0.0 -0.1 0.403
H -2.339545 2.057441 5.165855 0.0 0.0 0.0 0.467
H 1.595855 3.064541 4.503155 -0.1 -0.1 0.3 0.402
H 2.038055 3.261441 6.933455 0.1 0.1 -0.1 0.410

***

69
Properties=species:S:1:pos:R:3:forces:R:3:mulliken_charge:R:1 method="wB97M-V/def2-TZVPD" de_lowest_ev=1.628 orbital_gap_ev="4.90 / 4.67" spin_multiplicity=2 total_charge=0 s_squared=0.76 max_force_ev_per_a=1.7
Ru 0.292287 -0.647222 1.313778 -0.7 0.2 0.3 0.495
O 0.066885 -2.419392 0.476101 0.0 0.2 -0.3 -0.915
C 0.799922 -2.848308 -0.540197 0.1 0.0 0.0 0.765
C 0.172469 -3.480769 -1.622682 0.1 -0.1 0.0 -0.563
C 0.928378 -3.965407 -2.665010 -0.1 0.0 0.0 -0.500
C 2.325865 -3.878161 -2.657635 0.1 -0.1 0.0 -0.714
C 2.957280 -3.301000 -1.587363 0.0 0.1 0.0 -0.644
C 2.209760 -2.760201 -0.528438 -0.1 0.1 -0.2 0.877
C 2.829402 -2.271091 0.660986 0.0 -0.3 0.2 -0.706
N 2.232947 -1.527908 1.523710 0.4 1.0 0.0 0.432
C 2.657110 -1.567698 2.911076 -0.2 -0.3 0.2 -0.780
C 1.418800 -2.170285 3.600733 0.4 0.5 0.1 -0.765
N 0.368043 -1.209433 3.266265 -0.8 -1.5 -0.3 0.147
C -0.624741 -1.013159 4.065993 0.3 0.4 0.3 -0.555
C -1.464932 0.131898 3.988821 -0.1 0.1 -0.3 0.505
C -2.565963 0.261010 4.856908 0.0 0.0 0.0 -0.532
C -3.291882 1.420984 4.914274 0.0 0.0 0.0 -0.817
C -2.888137 2.509323 4.120677 0.0 0.0 0.0 -0.541
C -1.801451 2.428332 3.287393 0.1 0.0 0.1 -0.401
C -1.057788 1.225752 3.163723 -0.1 0.0 0.1 0.661
O -0.064373 1.180451 2.339556 0.3 -0.1 -0.1 -0.787
H -0.907554 -3.535312 -1.633656 0.0 0.0 0.0 0.472
H 0.428900 -4.414875 -3.514585 0.0 0.0 0.0 0.422
H 2.898485 -4.257615 -3.492345 0.0 0.0 0.0 0.415
H 4.038352 -3.223103 -1.564390 0.0 0.0 0.0 0.398
H 3.812029 -2.670844 0.924762 0.0 0.0 0.0 0.288
H 2.820738 -0.555845 3.285299 0.0 0.0 0.0 0.240
H 3.551649 -2.174906 3.068599 0.0 0.0 -0.1 0.414
H 1.557915 -2.253959 4.680323 -0.1 0.0 0.0 0.482
H 1.181845 -3.147409 3.175681 0.1 0.0 0.0 0.283
H -0.741435 -1.677274 4.924807 0.1 0.1 0.1 0.422
H -2.830195 -0.581981 5.486248 0.0 0.0 0.0 0.389
H -4.143192 1.510423 5.574563 0.0 0.0 0.0 0.423
H -3.442062 3.439392 4.174982 0.0 0.0 0.0 0.424
H -1.485178 3.277774 2.693790 0.0 0.0 0.0 0.465
C -4.810228 0.535173 0.810800 0.0 0.0 0.0 -0.876
N -3.704418 1.376394 0.389555 0.0 0.0 -0.1 0.376
C -3.797566 2.672559 -0.073006 0.0 0.0 0.0 -0.805
C -2.558044 3.077892 -0.375688 0.1 0.0 0.0 -0.354
N -1.685006 2.020398 -0.105537 -0.1 0.1 0.2 0.567
C -2.421331 0.969068 0.357775 0.1 0.0 -0.3 0.048
S -1.979186 -0.625050 0.684825 -0.2 -0.1 0.5 -0.379
C -0.266699 2.140132 -0.218641 0.0 0.0 -0.1 0.938
C 0.256106 3.419521 -0.367571 0.0 0.0 -0.1 -0.845
C 1.624427 3.582662 -0.445304 0.0 0.1 0.0 -0.991
C 2.434344 2.467956 -0.387453 0.0 -0.1 0.0 -1.329
C 1.827057 1.237663 -0.266190 0.0 0.0 -0.3 0.188
N 0.498710 1.056175 -0.176661 0.4 -0.2 0.5 0.537
H -5.707645 1.146868 0.846581 0.0 0.0 0.0 0.327
H -4.596595 0.127944 1.797835 0.0 0.0 0.0 0.317
H -4.950579 -0.285140 0.108898 0.0 0.0 0.0 0.334
H -4.738865 3.185670 -0.149750 0.0 0.0 0.0 0.460
H -2.236094 4.006734 -0.799868 0.0 0.0 0.0 0.481
H -0.379488 4.287934 -0.390812 0.0 0.0 0.0 0.362
H 2.043123 4.575172 -0.544509 0.0 0.0 0.0 0.429
H 3.510688 2.533367 -0.444952 0.0 0.0 0.0 0.506
H 2.419737 0.335733 -0.259921 0.0 0.0 0.0 0.398
C 3.613917 1.010156 -5.097789 0.0 0.1 -0.1 -0.640
S 3.097813 -0.541612 -5.868704 -0.1 0.0 0.1 -0.099
C 1.373263 -0.529592 -5.536312 0.1 -0.1 0.0 -0.039
C 0.785683 -0.442499 -4.317498 -0.1 -0.2 0.1 -0.317
S 1.437635 -0.347834 -2.732217 0.1 0.2 -0.4 -0.044
S -0.976313 -0.506330 -4.389442 0.1 0.0 -0.1 0.037
C -1.188208 -0.702225 -6.094569 0.1 0.0 0.1 -0.014
S -2.660124 -0.853317 -6.823190 -0.1 0.0 -0.1 -0.303
S 0.316817 -0.707309 -6.927871 0.0 0.1 0.1 -0.132
H 4.644710 1.181978 -5.407375 0.0 0.0 0.0 0.351
H 3.541113 0.931723 -4.015707 0.0 0.0 0.0 0.066
H 2.991100 1.829821 -5.452507 0.0 0.0 0.0 0.249

***

74
Properties=species:S:1:pos:R:3:forces:R:3:mulliken_charge:R:1 method="wB97M-V/def2-TZVPD" de_lowest_ev=0.565 orbital_gap_ev="7.94 / 4.94" spin_multiplicity=5 total_charge=+2 s_squared=6.05 max_force_ev_per_a=0.6
Co 0.167849 -1.578511 0.014361 0.2 0.0 0.0 2.006
O -3.349873 -2.046254 4.538951 0.0 0.1 -0.4 -0.534
C -2.596531 -0.966413 4.576791 0.1 -0.1 0.0 0.301
O -2.887918 0.035240 5.181460 0.0 -0.1 0.1 -0.575
C -1.322124 -0.990934 3.789333 0.0 0.1 -0.1 0.278
C -0.260991 -0.132735 4.013189 0.0 0.0 0.0 -0.424
N 0.617318 -0.319051 3.016167 -0.1 0.1 0.0 -0.242
N 0.185536 -1.230227 2.132256 -0.3 -0.1 0.1 -0.331
C -0.979864 -1.665507 2.608135 0.1 -0.2 0.0 0.249
C -1.676660 -2.755055 1.827671 -0.1 0.1 0.0 0.641
O -2.648189 -3.315299 2.326986 0.0 0.1 0.0 -0.803
O -1.185027 -2.968990 0.670888 0.2 0.0 0.1 -0.629
H -3.076447 -2.643911 3.780166 -0.1 0.0 0.3 0.404
H -0.096522 0.570141 4.813826 0.0 0.0 0.0 0.576
H 1.510604 0.128778 2.888678 0.0 0.0 0.0 0.202
C 3.148696 -2.753003 0.891515 0.0 0.0 0.0 -1.158
O 2.387590 -1.658241 0.365793 0.2 -0.1 -0.1 -0.147
C 2.972150 -0.422370 0.360193 -0.1 0.0 0.0 0.322
C 4.240461 -0.152293 0.804417 0.1 0.0 0.0 -0.449
C 4.741815 1.165654 0.751168 0.0 -0.1 0.0 -0.788
Br 6.480920 1.483971 1.384851 0.0 0.0 0.0 -0.123
C 3.985709 2.176912 0.243896 -0.1 0.0 0.0 -0.796
C 2.676582 1.904841 -0.231288 0.0 -0.1 0.0 0.730
C 2.132742 0.597753 -0.150288 0.2 0.2 0.1 0.802
O 0.892864 0.311564 -0.496559 -0.1 -0.1 -0.1 -1.122
C 1.958478 2.974442 -0.832274 -0.1 0.0 -0.1 0.384
N 2.411758 4.253928 -0.845330 0.0 0.0 0.0 -0.624
C 1.515629 4.948705 -1.531495 0.0 0.0 0.0 0.643
C 1.510018 6.337057 -1.849777 0.0 0.0 0.0 -0.725
C 0.471812 6.798794 -2.595207 0.0 0.0 0.0 -0.540
C -0.568985 5.928533 -3.038116 0.0 0.0 0.0 -0.423
C -0.601362 4.573008 -2.744056 0.0 -0.1 0.0 -0.880
C 0.447412 4.097327 -1.985593 0.0 0.0 0.0 0.786
N 0.773749 2.856677 -1.504976 0.0 0.0 0.1 0.452
H 4.056838 -2.897452 0.306654 0.0 0.0 0.0 0.367
H 2.518205 -3.631323 0.809676 0.0 0.0 0.0 0.311
H 3.394662 -2.579129 1.939879 0.0 0.0 0.0 0.410
H 4.875463 -0.934020 1.196030 0.0 0.0 0.0 0.635
H 4.361446 3.187139 0.179369 0.0 0.0 0.0 0.713
H -0.330354 1.058991 0.399752 0.2 -0.2 -0.3 0.131
H 2.312458 6.974320 -1.505897 0.0 0.0 0.0 0.492
H 0.422003 7.843233 -2.868869 0.0 0.0 0.0 0.430
H -1.368523 6.349825 -3.633365 0.0 0.0 0.0 0.427
H -1.401447 3.939806 -3.100908 0.0 0.0 0.0 0.476
H 0.292075 1.978368 -1.624445 0.0 0.0 0.0 -0.211
N 0.343783 -1.253407 -3.071151 0.0 -0.1 -0.1 -0.272
C 0.585856 -2.595661 -2.806414 0.0 0.0 0.0 0.510
C 0.763070 -3.521565 -3.834502 0.0 -0.1 0.0 -1.146
C 0.892476 -4.854595 -3.512865 0.0 0.0 0.0 -0.249
C 0.834382 -5.248447 -2.177715 0.0 0.0 0.0 -1.107
C 0.655832 -4.277300 -1.224770 0.0 0.0 0.1 -0.534
N 0.550726 -2.966846 -1.519871 -0.2 0.1 -0.2 0.436
H 0.522484 -0.980584 -4.026018 0.0 0.0 0.0 0.326
H 0.737327 -0.603816 -2.401993 0.0 0.0 0.0 -0.107
H 0.796670 -3.187724 -4.862711 0.0 0.0 0.0 0.429
H 1.032561 -5.587740 -4.295999 0.0 0.0 0.0 0.437
H 0.912116 -6.285382 -1.887424 0.0 0.0 0.0 0.460
H 0.555290 -4.531416 -0.178168 0.0 0.0 0.0 0.574
C -3.314857 1.778448 2.416436 0.0 0.0 0.0 -0.819
N -3.239971 0.714759 1.392894 0.0 -0.1 0.0 0.324
C -4.288336 -0.143369 1.187087 0.0 0.0 0.0 -0.087
C -4.238296 -1.100294 0.239716 -0.1 0.0 0.0 -1.093
C -3.054522 -1.192657 -0.542690 0.1 0.1 0.0 0.780
N -1.983214 -0.414800 -0.250069 -0.2 -0.1 -0.1 0.121
C -2.122760 0.514559 0.671184 0.3 0.2 0.1 -0.008
O -1.117936 1.316336 0.937247 -0.5 0.2 0.3 -0.536
N -2.947898 -2.005455 -1.575107 0.0 0.0 0.0 -0.258
H -4.361326 1.926472 2.664025 0.0 0.0 0.0 0.381
H -2.899941 2.695684 2.011754 0.0 0.0 0.0 0.264
H -2.776681 1.474667 3.312350 0.0 0.0 0.0 0.297
H -5.147525 0.004918 1.826028 0.0 0.0 0.0 0.436
H -5.073467 -1.765468 0.081476 0.0 0.0 0.0 0.426
H -3.652758 -2.698082 -1.765891 0.0 0.0 0.0 0.272
H -2.075074 -2.045541 -2.080425 0.0 0.0 0.0 0.097

***

67
Properties=species:S:1:pos:R:3:forces:R:3:mulliken_charge:R:1 method="wB97M-V/def2-TZVPD" de_lowest_ev=0.021 orbital_gap_ev=4.37 total_charge=-1 max_force_ev_per_a=3.1
C 7.797040 0.123077 -2.058265 0.0 0.0 0.2 -1.102
N 6.672788 -0.195286 -1.203999 0.4 -0.1 0.0 0.131
C 6.744003 -1.465416 -0.513590 -0.3 0.0 -0.2 -1.175
C 5.560259 0.597947 -1.120564 -0.6 0.5 0.3 1.208
C 4.289395 0.037776 -0.817177 0.3 0.3 -0.2 -0.554
C 3.167199 0.845408 -0.735066 0.3 0.4 0.0 -0.403
C 3.302840 2.259274 -0.710777 0.7 -0.6 -0.8 0.574
C 2.247334 3.171392 -0.372464 -0.6 0.3 0.9 0.000
C 1.241527 3.008140 0.531509 0.8 0.0 -0.3 -0.602
S -0.044344 4.236145 0.599596 -1.4 -0.3 -0.6 1.448
C -0.850898 4.019721 -0.984347 0.2 0.0 -0.2 0.234
C -0.630511 4.919139 -2.027869 0.0 -0.1 0.0 -0.211
C -1.215601 4.669759 -3.270962 -0.1 -0.1 0.2 -0.624
C -2.013786 3.533834 -3.450452 0.1 -0.1 0.2 -0.409
C -2.206494 2.625240 -2.402884 0.0 0.3 -0.1 -0.448
C -1.632910 2.880038 -1.159562 0.0 -0.1 0.0 -0.352
O -1.023186 3.823062 1.580932 0.6 0.3 -0.1 -0.633
O 0.526408 5.558999 0.643261 0.3 -0.2 0.0 -0.743
S 1.113543 1.543200 1.532930 -1.2 -1.0 0.4 1.212
C 0.467075 2.087080 3.111687 0.1 0.2 0.2 -0.112
C -0.644345 1.441714 3.647063 0.0 0.2 -0.2 -0.235
C -1.177725 1.895279 4.853670 0.3 0.0 0.0 -0.645
C -0.581581 2.970214 5.519717 0.1 0.0 -0.2 -0.359
C 0.556503 3.589503 4.987771 0.0 -0.2 -0.1 -0.711
C 1.100323 3.128076 3.788270 -0.2 -0.1 0.1 -0.190
O 0.095822 0.688425 0.938104 1.0 0.7 0.7 -0.618
O 2.431136 1.016223 1.804902 -0.3 0.3 -0.1 -0.629
C 4.554247 2.806896 -1.081648 -0.3 -0.3 0.0 -1.235
C 5.653934 2.004498 -1.321637 -0.1 -0.3 0.1 -0.765
H 7.588558 1.007094 -2.667197 0.1 -0.3 0.1 0.327
H 8.694957 0.305471 -1.453088 0.0 0.1 -0.2 0.338
H 8.010421 -0.722466 -2.728275 -0.1 0.2 0.1 0.365
H 6.156407 -1.422407 0.410187 0.2 0.0 -0.2 0.412
H 6.359033 -2.287919 -1.133113 0.1 0.0 0.1 0.325
H 7.787239 -1.683451 -0.260677 -0.1 0.1 0.0 0.348
H 4.204448 -1.040896 -0.662575 -0.1 0.4 -0.4 0.438
H 2.177694 0.386084 -0.765702 0.2 0.1 0.4 0.449
H 2.314504 4.164554 -0.816946 -0.1 -0.1 -0.1 0.422
H -0.009150 5.796638 -1.860873 -0.1 -0.2 0.0 0.435
H -1.040127 5.365651 -4.093947 -0.1 -0.2 0.2 0.363
H -2.483611 3.344503 -4.415777 0.2 0.0 0.2 0.389
H -2.796744 1.716997 -2.537092 0.2 0.2 0.0 0.283
H -1.777463 2.193007 -0.328611 0.0 0.0 -0.2 0.316
H -1.102696 0.620774 3.099154 0.1 0.2 0.1 0.431
H -2.067456 1.404153 5.252786 0.3 0.2 0.0 0.372
H -1.004663 3.326030 6.460728 0.1 -0.1 -0.3 0.359
H 1.020782 4.436943 5.497111 -0.2 -0.3 -0.1 0.352
H 1.991371 3.582916 3.358983 -0.2 0.0 0.1 0.427
H 4.637008 3.891961 -1.168109 0.1 -0.3 0.0 0.359
H 6.605719 2.450767 -1.612530 -0.3 -0.1 0.2 0.292
Br -2.761367 -1.138357 -0.891526 -1.3 -0.3 0.6 -0.283
C -1.018206 -0.927175 -1.408312 1.6 0.0 -1.8 -0.080
S -0.401291 -1.529337 -2.898295 -1.9 1.1 2.2 1.408
C -1.847734 -1.738032 -3.978999 0.0 0.1 0.1 -0.309
C -2.617566 -2.901165 -3.905252 -0.1 0.2 -0.1 -0.249
C -3.806853 -2.991759 -4.630904 0.2 0.2 -0.1 -0.484
C -4.205198 -1.933717 -5.453994 0.0 0.0 0.1 -0.349
C -3.412648 -0.788001 -5.552854 0.2 -0.1 0.1 -0.584
C -2.224361 -0.693872 -4.823129 -0.3 -0.1 0.1 -0.220
O 0.414702 -0.472064 -3.472141 0.8 -0.3 -0.5 -0.696
O 0.146016 -2.865004 -2.789597 0.6 -0.6 -0.6 -0.726
H -0.322478 -0.453135 -0.724161 -0.3 -0.1 -0.5 -0.152
H -2.291621 -3.728584 -3.279336 0.0 0.3 0.0 0.356
H -4.426444 -3.887320 -4.548197 0.2 0.3 -0.1 0.343
H -5.136157 -2.003885 -6.019671 0.2 0.0 0.2 0.338
H -3.714450 0.042056 -6.194327 0.0 -0.3 0.1 0.349
H -1.593711 0.189771 -4.895087 -0.1 -0.2 0.1 0.486